Molecular formula: C5H15N2
Method: DFT, ωB97M-V/def2-TZVPD

Element x y z (Å)
N -1.847 -0.122 -0.729
C -0.560 -0.615 -1.436
C -0.693 -2.014 -1.973
C 0.655 -0.461 -0.449
N 0.363 0.757 0.390
C 0.918 0.604 1.752
C 1.191 1.992 2.290
H -2.305 0.658 -1.189
H -1.328 0.224 0.159
H -2.483 -0.911 -0.658
H -0.418 0.052 -2.289
H 0.297 -2.218 -2.392
H -1.013 -2.758 -1.226
H -1.371 -2.129 -2.830
H 1.522 -0.326 -1.104
H 0.578 -1.332 0.214
H 0.865 1.517 -0.055
H 1.877 0.067 1.737
H 0.335 -0.048 2.424
H 1.861 2.688 1.786
H 0.170 2.416 2.216
H 1.388 1.960 3.363

Cartesian forces (eV/Å) of the 2 atoms listed first:
1.869 -0.645 0.356
-0.175 0.529 -0.696

## Properties
ΔE to the lowest compared entry with this formula, charge and spin = 98.6 kJ/mol
total charge = +1
HOMO = -0.514 Ha
SMILES = CCNC[C@@H](C)[NH3+]